Entry 1:
The following is a quantum chemistry calculation of an isolated molecule of C5H4O2, from the Open Molecules 2025 dataset.

Its structure (SMILES) is O=C=C/C=C\C=O. Its total charge is 0. The spin multiplicity is 1. As for the LUMO energy: -0.004 hartree. For the total energy, the calculation gives -9342.444 eV.

```
11
C5H4O2 ωB97M-V/def2-TZVPD
O 1.630 -1.060 -1.573
C 1.510 -0.272 -0.733
C 1.313 0.701 0.156
C -0.069 1.125 0.151
C -1.055 0.223 -0.093
C -1.033 -1.172 0.391
O -0.151 -1.723 1.024
H 2.151 1.130 0.687
H -0.292 2.189 0.253
H -2.008 0.552 -0.495
H -1.996 -1.693 0.233
```

Here are the Löwdin charges for atoms 1 to 2, given in e: O 0.23; C -0.17

---

Entry 2:
The following is a quantum chemistry calculation of a cluster of 2 separate species, C4H12 in total, from the Open Molecules 2025 dataset.

Its structure (SMILES) is CC.CC. Its total charge is 0. The spin multiplicity is 1. As for the LUMO energy: 0.043 hartree. For the total energy, the calculation gives -4342.211 eV.

```
16
C4H12 ωB97M-V/def2-TZVPD
C -0.332 -0.060 -2.064
C -1.502 0.896 -2.083
H -0.460 -0.748 -1.231
H -0.174 -0.716 -2.925
H 0.593 0.522 -2.038
H -1.407 1.729 -1.384
H -1.653 1.337 -3.072
H -2.459 0.466 -1.773
C 1.532 -0.253 2.484
C 0.296 -0.607 1.653
H 1.793 0.809 2.421
H 1.383 -0.358 3.560
H 2.447 -0.749 2.162
H -0.265 -1.342 2.224
H 0.541 -1.044 0.694
H -0.334 0.259 1.466
```

Here are the Löwdin charges for atoms 1 to 2, given in e: C -0.17; C -0.18

---

Entry 3:
The following is a quantum chemistry calculation of a cluster of 2 separate species, C6H12N2O4 in total, from the Open Molecules 2025 dataset.

Its structure (SMILES) is C[C@@H](O)[C@H](O)C1=NN1.O/C=C\O. Its total charge is 0. The spin multiplicity is 1. As for the LUMO energy: 0.018 hartree. For the total energy, the calculation gives -17581.117 eV.

```
24
C6H12N2O4 ωB97M-V/def2-TZVPD
C 1.933 1.112 1.775
C 0.436 0.834 2.151
O -0.248 1.939 2.713
C -0.452 0.359 1.026
O -1.785 0.175 1.396
C -0.014 -0.983 0.437
N -0.211 -2.218 0.463
N 1.053 -1.630 -0.230
H 2.801 0.474 1.756
H 1.932 1.608 0.827
H 2.309 1.817 2.492
H 0.284 -0.028 2.951
H 0.001 2.760 2.135
H -0.339 1.174 0.203
H -1.778 0.548 2.240
H 0.955 -1.683 -1.291
O 0.095 -1.403 -3.543
C -1.091 -1.401 -2.786
C -1.469 -0.261 -2.142
O -0.787 0.899 -2.151
H 0.305 -2.368 -3.837
H -1.806 -2.296 -2.749
H -2.288 -0.226 -1.566
H 0.165 0.798 -2.270
```

Here are the Löwdin charges for atoms 1 to 2, given in e: C -0.01; C -0.39

---

Entry 4:
The following is a quantum chemistry calculation of a cluster of 10 separate species, C56H49Br2N9O18 in total, from the Open Molecules 2025 dataset.

Its structure (SMILES) is O=[N+]([O-])c1ccccc1.O=[N+]([O-])c1ccccc1.O=[N+]([O-])c1ccccc1.O=[N+]([O-])c1ccccc1.O=[N+]([O-])c1ccccc1.O=[N+]([O-])c1ccccc1.O=[N+]([O-])c1ccccc1.O=[N+]([O-])c1ccccc1.O=[N+]([O-])c1ccccc1.BrCCBr. Its total charge is 0. The spin multiplicity is 1. As for the LUMO energy: -0.036 hartree. For the total energy, the calculation gives -249193.906 eV.

```
134
C56H49Br2N9O18 ωB97M-V/def2-TZVPD
O -2.598 1.572 0.414
N -2.221 0.676 1.144
O -2.804 0.306 2.146
C -0.920 0.065 0.860
C 0.039 0.058 1.846
C 1.275 -0.521 1.563
C 1.528 -1.016 0.299
C 0.559 -0.955 -0.701
C -0.691 -0.436 -0.408
H -0.121 0.497 2.821
H 1.996 -0.632 2.362
H 2.491 -1.406 -0.005
H 0.781 -1.277 -1.708
H -1.467 -0.376 -1.162
O -1.414 -0.770 -6.855
N -1.871 -0.620 -5.745
O -2.667 -1.393 -5.230
C -1.474 0.534 -4.939
C -0.383 1.285 -5.350
C -0.066 2.420 -4.633
C -0.869 2.820 -3.565
C -1.990 2.086 -3.211
C -2.293 0.926 -3.905
H 0.170 0.980 -6.227
H 0.780 3.035 -4.911
H -0.566 3.729 -3.059
H -2.608 2.398 -2.380
H -3.150 0.344 -3.604
O -3.749 -1.573 -1.219
N -4.571 -0.685 -1.066
O -4.505 0.411 -1.589
C -5.692 -0.953 -0.161
C -6.785 -0.100 -0.193
C -7.882 -0.355 0.610
C -7.900 -1.496 1.409
C -6.805 -2.340 1.426
C -5.671 -2.053 0.668
H -6.778 0.728 -0.889
H -8.713 0.333 0.531
H -8.806 -1.761 1.938
H -6.767 -3.200 2.081
H -4.801 -2.685 0.772
O 0.691 -7.702 -4.012
N 1.504 -6.802 -4.051
O 2.708 -6.953 -4.155
C 1.007 -5.428 -3.955
C 1.874 -4.363 -4.124
C 1.388 -3.068 -4.119
C 0.057 -2.833 -3.802
C -0.800 -3.909 -3.586
C -0.329 -5.210 -3.661
H 2.925 -4.521 -4.322
H 2.039 -2.238 -4.357
H -0.391 -1.849 -3.736
H -1.858 -3.724 -3.456
H -1.048 -6.018 -3.669
O -4.485 8.417 3.552
N -4.855 8.306 2.402
O -5.430 9.162 1.759
C -4.571 7.035 1.724
C -4.399 5.902 2.493
C -3.933 4.753 1.878
C -3.728 4.721 0.500
C -3.957 5.861 -0.254
C -4.409 7.023 0.356
H -4.558 5.905 3.563
H -3.844 3.846 2.461
H -3.432 3.791 0.037
H -3.773 5.819 -1.320
H -4.568 7.936 -0.201
O 7.303 -4.246 -0.630
N 6.403 -4.858 -1.186
O 6.523 -5.450 -2.229
C 5.078 -4.804 -0.576
C 4.020 -5.467 -1.156
C 2.725 -5.208 -0.712
C 2.512 -4.377 0.375
C 3.608 -3.802 1.009
C 4.894 -4.027 0.546
H 4.127 -6.074 -2.046
H 1.895 -5.689 -1.211
H 1.512 -4.118 0.699
H 3.510 -3.212 1.912
H 5.707 -3.462 0.980
O 3.781 -1.361 -2.486
N 4.961 -1.127 -2.275
O 5.790 -1.980 -2.037
C 5.429 0.241 -2.499
C 4.509 1.234 -2.754
C 4.954 2.541 -2.901
C 6.306 2.833 -2.773
C 7.203 1.841 -2.384
C 6.763 0.537 -2.244
H 3.480 0.990 -2.983
H 4.234 3.327 -3.084
H 6.610 3.870 -2.845
H 8.266 2.041 -2.330
H 7.446 -0.266 -2.002
O -6.188 0.848 8.438
N -6.237 1.639 7.513
O -6.521 2.819 7.619
C -5.930 1.129 6.169
C -5.854 2.015 5.117
C -5.591 1.530 3.843
C -5.448 0.165 3.642
C -5.503 -0.712 4.714
C -5.761 -0.227 5.988
H -6.034 3.072 5.255
H -5.394 2.203 3.019
H -5.366 -0.206 2.631
H -5.317 -1.775 4.635
H -5.811 -0.887 6.841
O 4.633 -0.217 1.109
N 5.081 -0.799 2.078
O 4.412 -1.174 3.022
C 6.506 -1.101 2.083
C 7.313 -0.581 1.100
C 8.664 -0.911 1.090
C 9.168 -1.787 2.038
C 8.311 -2.400 2.944
C 6.988 -2.012 3.011
H 6.912 0.071 0.337
H 9.297 -0.519 0.306
H 10.213 -2.066 1.998
H 8.700 -3.102 3.668
H 6.295 -2.407 3.741
Br -0.222 3.878 0.537
C -0.240 4.916 2.183
C 0.183 4.074 3.368
Br -1.290 2.954 3.995
H -1.249 5.302 2.302
H 0.456 5.738 2.038
H 0.416 4.714 4.214
H 1.013 3.424 3.116
```

Here are the Löwdin charges for atoms 1 to 2, given in e: O 0.02; N -0.33

---

The highest occupied orbital energy results, record by record, are as follows: -8.75; -11.52; -8.46; -9.75 eV.